No. 1
The following is a DFT calculation (ωB97M-V/def2-TZVPD) of a cluster of 2 separate species, C8H18N2O in total.

The geometry in XYZ format:
```
29
Properties=species:S:1:pos:R:3:forces:R:3:lowdin_charge:R:1
C -0.6685 -1.6360 -0.3854 -0.30 0.25 0.86 -0.0564
C -1.2841 -0.2982 -0.8106 0.36 -0.59 0.12 -0.4296
C -1.6459 -0.3476 -2.2773 0.38 -0.34 -0.72 -0.1789
C -1.6884 1.1114 -2.7173 -0.03 0.43 -0.42 -0.1770
C -0.8160 1.8526 -1.6807 0.02 0.73 0.53 -0.2074
N -0.3107 0.8000 -0.7799 -0.14 -0.16 -0.34 -0.0316
H -1.3667 -2.4509 -0.6101 0.08 0.11 0.10 0.0808
H 0.2584 -1.8254 -0.9338 -0.04 0.14 0.11 0.0812
H -0.4762 -1.6491 0.7081 0.03 -0.15 -0.65 0.0576
H -2.1841 -0.0890 -0.2015 0.14 0.00 -0.08 0.1445
H -2.5500 -0.9376 -2.4917 0.25 0.32 0.10 0.1206
H -0.7911 -0.8363 -2.7928 -0.51 0.11 0.22 0.1222
H -1.2894 1.2596 -3.7258 -0.04 -0.16 0.12 0.1010
H -2.7098 1.5029 -2.7528 0.13 -0.01 0.23 0.1023
H 0.0293 2.4173 -2.1345 -0.52 -0.43 0.22 0.1086
H -1.4297 2.5940 -1.1163 0.26 -0.31 -0.38 0.1085
H -0.1260 1.1343 0.1565 -0.09 0.04 -0.05 0.0800
C 2.4621 0.4260 1.1551 0.40 -0.47 -0.55 -0.0717
N 1.5913 -0.3572 2.0154 0.15 -0.23 0.55 -0.2010
C 0.5321 0.2720 2.7858 -0.32 -0.05 -0.12 -0.0553
C 1.8173 -1.6797 2.2343 -0.10 0.17 -0.31 -0.3598
O 1.0838 -2.4020 2.8830 0.29 0.13 -0.02 0.0088
H 2.4157 0.0607 0.1047 -0.14 0.44 0.61 0.0882
H 2.1409 1.4663 1.2030 0.12 -0.10 -0.16 0.0789
H 3.5155 0.3615 1.4720 -0.31 0.11 0.05 0.0862
H -0.4381 0.1572 2.2821 0.06 0.01 0.17 0.0785
H 0.4586 -0.2040 3.7709 0.01 0.13 -0.27 0.0931
H 0.7278 1.3395 2.9032 0.10 -0.11 0.00 0.0863
H 2.7419 -2.0424 1.7365 -0.22 0.03 0.08 0.1415
```
Positions in Å, forces in eV/Å.

Properties
**Spin multiplicity**: 1
**Total charge**: 0
**Maximum force**: 0.01835 Eh/bohr
**SMILES**: C[C@@H]1CCCN1.CN(C)C=O
**Highest occupied orbital energy**: -8.83 eV
**Kohn-Sham gap**: 0.3527 Eh

---

No. 2
The following is a DFT calculation (ωB97M-V/def2-TZVPD) of a cluster of 2 separate species, C8H18N2O2S in total in a non-equilibrium geometry.

The geometry in XYZ format:
```
31
Properties=species:S:1:pos:R:3:forces:R:3:lowdin_charge:R:1
C 2.3162 1.2545 0.4684 0.07 0.17 -0.10 -0.5708
C -3.5034 1.6166 0.1004 0.19 -0.04 -0.14 -0.1185
C -3.6381 -0.7763 0.9469 0.04 -0.04 -0.10 -0.1290
C 2.5963 0.7563 -0.9368 0.28 -0.34 0.10 -0.1106
C 3.2253 -0.6392 -0.9533 -0.17 0.07 -0.05 -0.1988
C 2.2088 -1.7491 -0.6963 0.08 -0.06 0.06 -0.1745
C 1.7086 -1.8089 0.7796 1.57 0.28 -0.13 -0.3798
C -3.1534 0.1621 -0.1401 0.50 0.02 0.16 -0.5819
N 0.3760 -1.8721 0.9380 -1.17 -0.57 0.33 0.1113
N 1.2594 2.0799 0.5634 -0.34 0.33 0.15 0.1734
O 3.0132 0.9674 1.4288 0.23 0.00 0.09 0.0223
O -0.7857 1.0194 -1.1179 0.38 0.81 -0.60 -0.5993
S -1.2799 0.0284 -0.1337 -1.49 -0.81 -0.56 0.8977
H -2.9823 2.2400 -0.6244 -0.03 0.11 -0.01 0.0673
H -4.5743 1.7819 -0.0071 -0.06 -0.04 0.03 0.0841
H -3.2018 1.9222 1.1014 0.00 0.06 0.11 0.0817
H -4.7250 -0.7822 1.0000 -0.07 -0.01 -0.01 0.0828
H -3.2477 -0.4630 1.9129 -0.01 0.00 0.12 0.0786
H -3.2963 -1.7918 0.7568 -0.04 -0.17 0.06 0.0726
H 3.2993 1.4647 -1.3808 -0.07 0.09 0.00 0.1270
H 1.6761 0.7738 -1.5199 0.00 0.06 -0.10 0.0974
H 4.0236 -0.6757 -0.2090 0.03 -0.02 -0.06 0.1154
H 3.6700 -0.8111 -1.9364 0.05 0.03 0.05 0.1104
H 2.6500 -2.7161 -0.9464 -0.10 0.02 -0.05 0.1046
H 1.3419 -1.5999 -1.3451 0.01 -0.07 -0.04 0.0979
H 2.0952 -0.9125 1.3114 -0.10 -0.16 0.05 0.1091
H 2.2065 -2.6425 1.3120 -0.07 -0.09 0.01 0.1312
H -3.4999 -0.1512 -1.1269 0.13 -0.01 -0.01 0.1130
H 0.5551 2.0840 -0.1653 0.03 -0.04 0.01 0.0522
H 0.9988 2.4012 1.4835 0.10 -0.04 -0.06 0.1162
H -1.3325 -1.1611 -0.8641 0.02 0.43 0.68 0.0170
```
Positions in Å, forces in eV/Å.

Properties
**Spin multiplicity**: 1
**Total charge**: 0
**Maximum force**: 0.03475 Eh/bohr
**Highest occupied orbital energy (spin up / spin down)**: -8.94 / -8.76 eV
**Kohn-Sham gap (spin up / spin down)**: 0.3123 / 0.3084 Eh

---

No. 3
The following is a DFT calculation (ωB97M-V/def2-TZVPD) of a cluster of 2 separate species, C8H18N4O9PS2 in total.

The geometry in XYZ format:
```
42
Properties=species:S:1:pos:R:3:forces:R:3:lowdin_charge:R:1
O 0.9976 -2.2198 -2.1251 0.11 -0.15 -0.05 -0.3205
S 2.2117 -2.1676 -1.3656 0.02 0.33 -0.05 0.6974
O 3.5050 -2.3741 -1.9389 -0.18 -0.11 0.02 -0.3380
C 2.2296 -0.5341 -0.5761 0.22 0.07 0.19 -0.1482
N 1.6279 0.4689 -1.4204 -0.03 0.05 0.01 -0.0286
C 0.5245 1.1969 -1.1839 0.10 0.18 -0.13 -0.2256
C -0.3535 1.0503 -0.0129 -0.16 -0.44 -0.03 -0.1104
C -1.2669 -0.1867 -0.1728 0.08 -0.07 -0.31 -0.1653
C -2.5084 0.1204 -1.0065 0.07 -0.18 0.07 -0.1597
C -3.1845 -1.1302 -1.5692 -0.01 -0.01 0.00 -0.2501
O -3.0960 -1.0732 -2.9901 0.18 -0.06 0.01 -0.0648
N 0.3803 2.0496 -2.1960 -0.14 0.08 -0.09 0.1511
N 1.3609 1.8418 -3.0402 0.13 -0.26 -0.06 0.0749
N 2.1224 0.8895 -2.6048 -0.27 0.14 0.29 -0.1279
P 3.7069 0.2926 -3.5795 0.06 -0.06 -0.25 0.9335
O 3.7616 1.5835 -4.4952 0.11 -0.16 -0.03 -0.2293
O 2.9221 -0.7810 -4.4698 0.04 0.08 0.26 -0.2398
H 2.0952 -2.9364 -0.2603 -0.05 -0.18 0.00 0.0963
H 3.2609 -0.2906 -0.3234 0.03 0.08 -0.11 0.1305
H 1.6487 -0.5813 0.3441 -0.06 -0.02 0.00 0.1171
H -0.9545 1.9487 0.1017 0.12 0.09 0.02 0.1341
H 0.2643 0.9237 0.8718 0.05 0.24 -0.07 0.0655
H -0.7182 -0.9765 -0.6980 0.07 -0.04 0.13 0.0925
H -1.5131 -0.5747 0.8155 -0.12 0.04 0.03 0.1174
H -2.1958 0.7091 -1.8710 -0.17 0.15 0.00 0.1138
H -3.2142 0.7040 -0.4166 0.04 0.15 -0.04 0.1233
H -2.6887 -2.0326 -1.1978 0.01 -0.01 0.04 0.1162
H -4.2288 -1.1783 -1.2543 -0.06 -0.01 -0.05 0.1163
H -3.1032 -1.9658 -3.3466 -0.13 0.01 0.00 0.0869
H 3.1794 1.5826 -5.2701 -0.04 0.21 0.02 0.0909
H 1.9563 -0.7635 -4.5017 -0.02 -0.07 -0.16 0.0845
C -0.9912 0.8883 5.7995 -0.16 -0.03 0.04 -0.1254
C -1.0355 -0.4607 5.1066 0.09 -0.04 0.08 -0.1346
O -1.1900 -0.1141 3.7119 -0.07 0.04 0.08 -0.1951
S -0.4171 1.2392 3.4031 -0.07 -0.11 0.17 0.5803
O 0.8627 0.9369 2.8463 0.11 0.00 0.09 -0.2456
O -1.2930 2.1006 2.6944 0.03 -0.02 0.00 -0.2007
O -0.2141 1.7052 4.8945 0.08 0.00 0.00 -0.1713
H -1.9808 1.3309 5.9068 0.00 -0.01 -0.01 0.1399
H -0.4826 0.8664 6.7580 0.08 0.04 -0.04 0.1417
H -1.8820 -1.0725 5.4014 -0.05 0.03 -0.07 0.1405
H -0.1056 -1.0156 5.2312 0.01 0.01 0.01 0.1362
```
Positions in Å, forces in eV/Å.

Properties
**Spin multiplicity**: 1
**Total charge**: +1
**Maximum force**: 0.00912 Eh/bohr
**Highest occupied orbital energy**: -12.68 eV
**Kohn-Sham gap**: 0.3289 Eh

---

No. 4
The following is a DFT calculation (ωB97M-V/def2-TZVPD) of the ion C8H18N4OP with charge +1 in a non-equilibrium geometry.

The geometry in XYZ format:
```
32
Properties=species:S:1:pos:R:3:forces:R:3:lowdin_charge:R:1
C -1.3082 0.1467 -0.1054 -0.19 0.10 -0.01 -0.2983
C 2.5234 -1.8349 -0.0651 1.46 0.89 0.97 -0.3161
C 2.9513 -0.3090 -0.1427 0.28 -0.69 -0.19 -0.4288
C 4.0068 -0.0096 0.9091 -0.14 0.09 -0.29 -0.0339
C -3.7679 -0.2642 -0.0672 0.15 -0.01 0.05 -0.0386
C -2.1797 -2.1895 -0.3504 0.14 0.13 0.25 -0.0557
C -0.2656 3.4949 -0.0650 -0.24 0.31 -0.06 -0.0864
C -2.3807 -0.8175 0.2920 -0.29 -0.21 0.03 -0.3275
N 1.4512 -2.1990 -0.7758 -1.13 -0.28 -0.95 0.1999
N -1.1988 1.3411 0.4331 -0.13 -0.06 0.23 0.0998
N -0.0708 2.0645 0.0574 -0.02 -0.25 -0.75 -0.3014
N -0.3818 -0.0680 -1.0265 0.12 0.38 -0.17 -0.0070
O 1.8332 0.5206 0.1103 -0.16 0.14 0.01 -0.3254
P 0.8838 1.1628 -1.0530 0.23 -0.39 0.87 1.0223
H 3.4093 -2.4221 -0.3737 -0.02 -0.05 0.03 0.1462
H 2.3590 -2.0698 1.0060 0.00 -0.04 0.04 0.1440
H 3.3222 -0.1255 -1.1581 0.05 -0.02 0.07 0.1317
H 4.4378 0.9722 0.7273 0.02 0.05 0.02 0.0893
H 4.8078 -0.7442 0.8911 0.04 -0.07 -0.04 0.0905
H 3.5480 -0.0030 1.8950 -0.03 -0.07 0.07 0.0917
H -3.8950 -0.2674 -1.1456 -0.05 0.08 -0.16 0.0942
H -3.9241 0.7453 0.3033 -0.07 0.09 0.04 0.0766
H -4.5301 -0.9086 0.3621 -0.04 -0.02 0.03 0.0933
H -2.2547 -2.1325 -1.4337 -0.03 0.02 -0.14 0.0928
H -2.9558 -2.8648 -0.0017 -0.04 -0.04 0.02 0.0953
H -1.2154 -2.6156 -0.0845 0.08 -0.11 -0.01 0.0687
H -1.0938 3.7497 -0.7310 0.01 0.00 0.00 0.0910
H -0.4477 3.9263 0.9213 0.07 0.03 -0.06 0.0918
H 0.6505 3.9214 -0.4655 0.02 0.05 0.06 0.0841
H -2.3212 -0.9146 1.3831 0.07 0.00 -0.10 0.1560
H -1.7741 1.7039 1.1803 0.04 -0.18 0.03 0.1853
H -0.2189 -0.9892 -1.4267 -0.21 0.11 0.10 0.0746
```
Positions in Å, forces in eV/Å.

Properties
**Spin multiplicity**: 1
**Total charge**: +1
**Maximum force**: 0.03821 Eh/bohr
**Highest occupied orbital energy (spin up / spin down)**: -12.79 / -12.86 eV
**Kohn-Sham gap (spin up / spin down)**: 0.3170 / 0.3187 Eh

---

| no. | DFT total energy (Eh) |
| --- | --- |
| 1 | -500.35878 |
| 2 | -973.65352 |
| 3 | -2349.24642 |
| 4 | -950.91706 |